No. 1
Entry from OMol25: an isolated molecule of C4H10N2O in a non-equilibrium geometry (ωB97M-V/def2-TZVPD).

Geometry (Å):
C (-1.71, 1.40, -0.16)
N (-0.66, 0.42, -0.74)
C (0.76, 1.08, -0.65)
C (-0.75, -0.77, 0.01)
O (-1.83, -1.18, 0.46)
C (0.47, -1.56, -0.06)
N (1.51, -1.07, 1.01)
H (-1.37, 2.25, -0.76)
H (-2.70, 1.05, -0.23)
H (-1.50, 1.69, 0.93)
H (1.74, 0.52, -0.80)
H (0.87, 1.18, 0.42)
H (0.63, 2.04, -1.22)
H (0.34, -2.65, 0.04)
H (0.75, -1.36, -1.19)
H (2.42, -1.73, 0.99)
H (1.02, -1.31, 1.93)

Results
LUMO, Eh: 0.024
SMILES: CN(C)C(=O)CN
Molar mass, Da: 102.14
HOMO-LUMO gap, eV: 10.1
HOMO level, eV: -9.445
ΔE to the lowest compared entry with this formula, charge and spin, kJ/mol: 310.9

natural (NBO) atomic charge list, values in e, 6 entries: atom 1 (C): -0.417, atom 2 (N): -0.436, atom 3 (C): -0.461, atom 4 (C): 0.642, atom 5 (O): -0.585, atom 6 (C): -0.331

No. 2
Entry from OMol25: a structure of composition C9H19Be3F3N2O5S2 in a non-equilibrium geometry (ωB97M-V/def2-TZVPD).

Geometry (Å):
Be (-1.65, 4.69, -5.07)
Be (1.47, 8.10, -2.54)
Be (3.62, 3.23, -1.90)
F (0.79, 4.68, -2.93)
N (3.71, 1.26, -4.87)
S (2.89, 1.96, -6.23)
O (1.47, 2.14, -6.01)
O (3.27, 1.73, -7.61)
F (3.37, 3.48, -5.80)
S (3.92, -0.07, -5.60)
O (5.30, -0.26, -6.14)
O (2.78, -0.70, -6.22)
F (3.93, -0.87, -4.19)
C (0.12, -2.00, -0.14)
C (0.21, -0.53, 0.39)
C (-0.74, -0.27, 1.62)
C (-0.20, -1.02, 2.89)
C (1.08, -0.45, 3.27)
C (2.19, -0.55, 2.15)
N (1.55, -0.06, 0.83)
O (2.43, -0.08, -0.17)
C (3.37, 0.41, 2.56)
C (2.62, -2.09, 2.12)
C (-0.28, 0.50, -0.71)
H (-0.86, -2.23, -0.56)
H (0.42, -2.69, 0.65)
H (0.91, -2.30, -0.83)
H (-0.91, 0.80, 1.78)
H (-1.74, -0.63, 1.39)
H (-0.19, -2.06, 2.58)
H (-0.82, -0.91, 3.78)
H (1.37, -0.87, 4.24)
H (0.96, 0.62, 3.48)
H (4.09, 0.54, 1.76)
H (3.04, 1.39, 2.92)
H (3.87, 0.03, 3.45)
H (3.23, -2.32, 1.25)
H (3.34, -2.33, 2.90)
H (1.80, -2.79, 2.29)
H (-1.23, 0.17, -1.13)
H (0.26, 0.55, -1.66)
H (-0.36, 1.53, -0.35)
H (2.72, -0.99, -0.19)

Results
LUMO, Eh: -0.639
Net charge: +4
Molar mass, Da: 383.42
HOMO-LUMO gap, eV: 1.9
HOMO level, eV: -19.284

natural (NBO) atomic charge list, values in e, 6 entries: atom 1 (Be): 1.069, atom 2 (Be): 0.938, atom 3 (Be): 0.891, atom 4 (F): -0.756, atom 5 (N): -0.776, atom 6 (S): 2.298

No. 3
Entry from OMol25: a structure of composition C8H9Br3InN3O7 (ωB97M-V/def2-TZVPD).

Geometry (Å):
In (4.89, 3.41, -0.76)
N (2.39, 1.14, -0.08)
O (2.08, 2.27, 0.35)
O (1.66, 0.16, 0.13)
O (3.47, 0.97, -0.69)
C (3.64, -2.58, -1.44)
N (2.49, -3.23, -2.13)
O (2.10, -4.28, -1.65)
O (2.01, -2.70, -3.10)
H (3.83, -1.62, -1.90)
H (4.48, -3.26, -1.57)
H (3.35, -2.54, -0.40)
C (-2.15, 2.18, -0.80)
C (-0.92, 1.99, -0.12)
C (-0.85, 1.50, 1.22)
C (-2.03, 1.34, 1.88)
C (-3.26, 1.48, 1.23)
C (-3.31, 1.88, -0.14)
N (-2.03, 0.79, 3.26)
O (-0.96, 0.51, 3.74)
O (-3.12, 0.62, 3.76)
H (-2.15, 2.66, -1.76)
H (0.01, 2.25, -0.62)
H (0.10, 1.20, 1.63)
H (-4.16, 1.27, 1.80)
H (-4.26, 1.98, -0.64)
C (-1.36, -1.73, -0.24)
Br (-2.53, -1.95, 1.29)
Br (-2.33, -1.51, -1.88)
Br (-0.36, -3.36, -0.25)
H (-0.73, -0.85, -0.10)

Results
LUMO, Eh: -0.473
Net charge: +2
Molar mass, Da: 613.70
HOMO-LUMO gap, eV: 3.1
HOMO level, eV: -15.917

natural (NBO) atomic charge list, values in e, 6 entries: atom 1 (In): 0.974, atom 2 (N): 0.716, atom 3 (O): -0.477, atom 4 (O): -0.413, atom 5 (O): -0.495, atom 6 (C): -0.480

No. 4
Entry from OMol25: a structure of composition C20H19ClLuN7O4S3 in a non-equilibrium geometry (ωB97M-V/def2-TZVPD).

Geometry (Å):
Lu (-15.11, 7.78, -1.16)
C (-14.34, 11.17, -4.21)
C (-15.02, 10.22, -3.23)
N (-14.71, 10.07, -1.96)
N (-13.64, 10.84, -1.46)
C (-11.87, 9.24, -1.93)
N (-10.56, 9.40, -2.28)
S (-12.78, 8.02, -2.63)
C (-16.24, 9.50, -3.57)
C (-16.79, 9.53, -4.87)
C (-17.75, 8.61, -5.27)
C (-18.28, 7.74, -4.26)
C (-17.83, 7.91, -2.95)
N (-16.68, 8.65, -2.68)
H (-14.81, 11.10, -5.15)
H (-13.27, 10.88, -4.23)
H (-14.55, 12.17, -3.88)
H (-13.85, 11.71, -1.01)
H (-10.03, 8.73, -2.84)
H (-10.07, 10.21, -1.88)
H (-16.41, 10.27, -5.57)
H (-18.15, 8.58, -6.29)
H (-18.82, 6.89, -4.48)
H (-18.37, 7.49, -2.07)
O (-17.22, 5.11, -2.74)
Cl (-16.07, 5.22, -1.93)
O (-15.42, 3.93, -1.72)
O (-15.11, 6.16, -2.57)
O (-16.30, 5.94, -0.63)
S (-13.67, 7.26, 1.06)
C (-12.18, 6.58, 0.57)
N (-11.03, 7.33, 0.67)
C (-9.86, 6.83, 0.10)
C (-9.78, 5.58, -0.48)
C (-10.95, 4.77, -0.53)
C (-12.12, 5.26, -0.01)
H (-11.17, 8.34, 0.87)
H (-8.95, 7.41, 0.25)
H (-8.85, 5.27, -0.95)
H (-10.84, 3.80, -1.04)
H (-13.01, 4.75, -0.16)
S (-11.79, 10.67, 0.46)
C (-12.47, 10.25, -1.03)
N (-15.28, 13.11, -0.58)
C (-16.08, 12.42, -0.05)
C (-16.83, 11.32, 0.46)
C (-18.20, 11.15, 0.10)
C (-18.73, 9.82, 0.25)
C (-17.82, 8.78, 0.41)
N (-16.48, 8.98, 0.58)
C (-16.07, 10.25, 0.89)
H (-18.83, 11.96, -0.10)
H (-19.78, 9.53, 0.18)
H (-18.16, 7.78, 0.42)
H (-15.19, 10.35, 1.57)

Results
LUMO (spin up / spin down), Eh: -0.146 / -0.143
Multiplicity: 2
Net charge: +1
Molar mass, Da: 728.04
HOMO-LUMO gap (spin up / spin down), eV: 4.4 / 7.5
HOMO level (spin up / spin down), eV: -8.390 / -11.386
ΔE to the lowest compared entry with this formula, charge and spin, kJ/mol: 0.0

natural (NBO) atomic charge list, values in e, 6 entries: atom 1 (Lu): 1.667, atom 2 (C): -0.658, atom 3 (C): 0.221, atom 4 (N): -0.519, atom 5 (N): -0.420, atom 6 (C): 0.111

No. 5
Entry from OMol25: an isolated molecule of C5H5NS in a non-equilibrium geometry (ωB97M-V/def2-TZVPD).

Geometry (Å):
C (1.76, -0.41, 2.99)
C (1.06, -0.13, 2.05)
C (0.34, -0.02, 0.73)
N (-1.01, -0.03, 0.78)
C (0.91, -0.40, -0.46)
C (0.15, -0.27, -1.58)
S (-1.28, 0.51, -1.90)
H (2.20, -0.65, 3.97)
H (-1.47, 0.66, 0.03)
H (-1.30, 0.47, 1.74)
H (2.00, -0.68, -0.60)
H (0.76, -0.40, -2.55)

Results
LUMO, Eh: -0.031
SMILES: C#C/C(N)=C/C=S
Molar mass, Da: 111.17
HOMO-LUMO gap, eV: 7.5
HOMO level, eV: -8.312
ΔE to the lowest compared entry with this formula, charge and spin, kJ/mol: 351.3

natural (NBO) atomic charge list, values in e, 6 entries: atom 1 (C): -0.162, atom 2 (C): -0.085, atom 3 (C): 0.246, atom 4 (N): -0.759, atom 5 (C): -0.378, atom 6 (C): -0.275

No. 6
Entry from OMol25: an isolated molecule of C5H8N2 (ωB97M-V/def2-TZVPD).

Geometry (Å):
C (2.29, 0.18, -0.08)
N (0.91, 0.07, 0.34)
C (0.39, -1.19, 0.35)
C (-0.95, -1.15, 0.10)
C (-1.30, 0.24, 0.01)
N (-2.62, 0.71, -0.05)
C (-0.14, 0.97, 0.13)
H (2.61, -0.87, -0.11)
H (2.39, 0.55, -1.10)
H (2.91, 0.78, 0.59)
H (1.02, -2.00, 0.68)
H (-1.60, -2.00, 0.00)
H (-3.23, 0.06, -0.52)
H (-2.69, 1.62, -0.48)
H (0.01, 2.04, 0.14)

Results
LUMO, Eh: 0.040
SMILES: Cn1ccc(N)c1
Molar mass, Da: 96.13
HOMO-LUMO gap, eV: 8.5
HOMO level, eV: -7.438
ΔE to the lowest compared entry with this formula, charge and spin, kJ/mol: 78.8

natural (NBO) atomic charge list, values in e, 6 entries: atom 1 (C): -0.393, atom 2 (N): -0.345, atom 3 (C): -0.038, atom 4 (C): -0.344, atom 5 (C): 0.109, atom 6 (N): -0.808